Entry 1:
C3H6ClNOS | ωB97M-V/def2-TZVPD

Geometry (Å):
Cl (-2.4451, 1.4024, -0.2390)
S (2.5973, -0.1123, -0.8197)
O (0.6485, 0.3335, 0.8025)
N (0.8065, -1.7677, 0.0103)
C (-0.6620, -0.1504, 1.0986)
C (1.2948, -0.5561, 0.0159)
C (-1.6608, -0.2311, 0.0986)
H (-1.3951, -0.8681, -0.8170)
H (0.1677, -2.1834, 0.7209)
H (1.0855, -2.6498, -0.8100)
H (-1.1533, 0.5584, 1.9936)
H (-0.7120, -0.9179, 1.6342)
H (-2.6499, -0.6521, 0.6858)

As for the SMILES: NC(=S)OCCCl. The value obtained for the energy above the lowest of the compared OMol25 structures with the same formula, charge and spin is 70.2 kcal per mole. The value obtained for the molar mass is 139.61 g mol⁻¹. The gap between HOMO and LUMO comes out at 8.670 eV. The value obtained for the HOMO energy is -8.5 eV. The value obtained for the total energy is -30100.4216 eV.

The natural (NBO) scheme yields these atomic charges, measured in e: number 1, Cl, carries -0.08; number 2, S, carries -0.15; number 3, O, carries -0.46; number 4, N, carries -0.84; number 5, C, carries -0.13; number 6, C, carries 0.33; number 7, C, carries -0.39; number 8, H, carries 0.25; number 9, H, carries 0.40; number 10, H, carries 0.45; number 11, H, carries 0.21; number 12, H, carries 0.17; number 13, H, carries 0.24

=====

Entry 2:
C27H50F6N2O24S6Sr | ωB97M-V/def2-TZVPD

Geometry (Å):
Sr (1.2919, -44.4712, -15.6404)
S (1.5007, -39.4928, -12.4505)
S (-11.0148, -40.4189, -17.5271)
S (-5.7454, -36.7053, -21.2657)
S (-0.7190, -40.6051, -11.7403)
S (5.4136, -38.3098, -4.3349)
S (-3.0720, -43.3441, -18.3552)
F (1.5061, -39.5277, -15.0967)
F (-1.3349, -38.7351, -13.7622)
F (-2.5124, -38.6837, -11.7887)
F (3.3527, -40.2594, -14.1372)
F (2.9804, -38.1923, -14.1968)
F (-2.8589, -40.2801, -13.3473)
O (-1.7519, -42.8626, -18.4359)
O (-3.0621, -35.1571, -3.9165)
O (-3.4765, -44.1455, -19.4998)
O (-3.2897, -31.7746, -11.6842)
O (1.2051, -34.0260, -19.8683)
O (-3.1219, -44.1162, -17.1849)
O (-4.2435, -34.9000, -5.6770)
O (0.8650, -38.1602, -12.1668)
O (-6.4772, -38.0705, -21.3443)
O (3.4229, -33.8205, -20.0846)
O (4.2183, -38.6847, -3.4726)
O (6.0047, -42.7050, -20.6343)
O (2.5545, -39.7754, -11.5077)
O (-3.6136, -32.9323, -4.6069)
O (5.4794, -43.7858, -18.7177)
O (-3.0853, -43.5040, -2.3179)
O (2.6344, -33.7190, -18.0936)
O (-0.4813, -39.9448, -10.4483)
O (-1.8551, -30.3486, -10.5414)
O (-4.1885, -42.4589, -18.6828)
O (7.4284, -43.9056, -19.4975)
O (-9.9740, -40.7639, -18.5833)
O (-1.7378, -30.6719, -12.8198)
O (-1.4867, -41.8272, -11.4479)
N (-3.2237, -44.8431, -2.0471)
N (0.4182, -40.7561, -12.7943)
C (-4.5694, -45.3981, -2.0614)
C (-12.4446, -39.4237, -18.1790)
C (-2.0743, -45.6251, -2.5490)
C (-5.3418, -36.3758, -19.5505)
C (-1.9360, -39.4999, -12.7623)
C (3.7655, -32.9527, -17.9969)
C (-1.9644, -45.5994, -4.0929)
C (4.4631, -33.4270, -19.2787)
C (2.4221, -39.3803, -14.1924)
C (-10.2371, -39.1324, -16.4425)
C (6.2714, -43.4424, -19.5996)
C (-5.1768, -45.3782, -3.4882)
C (-3.3604, -32.3121, -12.9507)
C (-2.1933, -31.6908, -13.7418)
C (4.6963, -37.0016, -5.4713)
C (2.3671, -33.8924, -19.3839)
C (-3.6199, -36.4207, -4.1362)
C (-3.4656, -47.7103, -2.1385)
C (-4.5030, -46.8571, -1.5375)
C (-7.0826, -35.4893, -21.6553)
C (5.7410, -39.5281, -5.6750)
C (-2.2259, -30.8737, -11.5704)
C (-0.6961, -45.0089, -2.0438)
C (-3.6690, -34.1780, -4.7299)
C (-4.1967, -36.3073, -5.5110)
C (-2.0886, -47.0827, -1.9952)
C (-5.3816, -44.6282, -1.0486)
H (3.5250, -31.8896, -18.0072)
H (-3.3067, -33.4000, -12.9914)
H (-6.1936, -45.1816, -0.5769)
H (-2.6461, -43.2772, -1.4949)
H (5.5457, -36.6666, -6.0665)
H (-2.2464, -44.7371, -4.6971)
H (-6.7004, -34.4703, -21.5937)
H (-4.8389, -46.1674, -4.1599)
H (-12.9682, -38.6948, -17.5604)
H (-7.4788, -35.4872, -22.6707)
H (-1.2442, -47.6849, -2.3304)
H (-5.1169, -36.8598, -5.3212)
H (-6.2641, -36.3779, -18.9695)
H (-5.4654, -47.2139, -1.9044)
H (-10.1655, -38.2032, -17.0077)
H (-4.2787, -31.9200, -13.3881)
H (-4.8169, -35.4315, -19.4063)
H (-0.7391, -43.9408, -2.2570)
H (-4.5194, -47.0217, -0.4601)
H (4.8319, -39.8145, -6.2037)
H (-3.5762, -36.8608, -6.2159)
H (0.1673, -45.4117, -2.5733)
H (-0.9606, -45.9096, -4.3832)
H (-0.5092, -45.0813, -0.9724)
H (-12.0424, -38.8073, -18.9830)
H (5.0600, -32.5989, -19.6611)
H (-13.1866, -40.0805, -18.6331)
H (-4.6699, -37.1601, -19.2019)
H (4.3201, -36.1044, -4.9797)
H (-6.2661, -45.3939, -3.4530)
H (6.8805, -42.6814, -21.0268)
H (-4.7975, -44.4800, -3.9755)
H (5.1435, -34.2685, -19.1483)
H (-9.1866, -39.2795, -16.1919)
H (-3.6523, -47.8111, -3.2076)
H (4.2374, -33.3561, -17.1010)
H (-5.8262, -43.7147, -1.4433)
H (-2.5977, -46.3476, -4.5696)
H (-4.7505, -44.3483, -0.2051)
H (-1.8283, -47.1072, -0.9370)
H (-10.8735, -38.9327, -15.5804)
H (6.1540, -38.9511, -6.5025)
H (-7.8813, -35.6466, -20.9304)
H (-3.3552, -48.7567, -1.8540)
H (3.8788, -37.4150, -6.0620)
H (-2.4921, -31.4254, -14.7560)
H (-2.7785, -37.1124, -4.0962)
H (6.3142, -40.4426, -5.5224)
H (-4.3996, -36.7191, -3.4353)
H (-1.5001, -32.5249, -13.8498)

The charge is -2. The value obtained for the molar mass is 1180.70 g mol⁻¹. The gap between HOMO and LUMO comes out at 2.248 eV. The value obtained for the HOMO energy is -2.0 eV. The value obtained for the total energy is -163067.2593 eV.

Atomic partial charges in e from the Löwdin method, atoms 1 to 99: number 1, Sr, carries 1.03; number 2, S, carries 0.67; number 3, S, carries 0.82; number 4, S, carries 0.83; number 5, S, carries 0.55; number 6, S, carries 0.83; number 7, S, carries 0.10; number 8, F, carries 0.17; number 9, F, carries 0.06; number 10, F, carries 0.05; number 11, F, carries 0.18; number 12, F, carries 0.16; number 13, F, carries 0.11; number 14, O, carries -0.35; number 15, O, carries 0.03; number 16, O, carries -0.22; number 17, O, carries 0.04; number 18, O, carries 0.09; number 19, O, carries -0.34; number 20, O, carries 0.08; number 21, O, carries -0.35; number 22, O, carries -0.57; number 23, O, carries 0.12; number 24, O, carries -0.59; number 25, O, carries 0.08; number 26, O, carries -0.32; number 27, O, carries 0.11; number 28, O, carries -0.09; number 29, O, carries 0.00; number 30, O, carries 0.07; number 31, O, carries -0.33; number 32, O, carries 0.14; number 33, O, carries -0.22; number 34, O, carries -0.11; number 35, O, carries -0.55; number 36, O, carries 0.05; number 37, O, carries -0.34; number 38, N, carries -0.16; number 39, N, carries -0.34; number 40, C, carries -0.50; number 41, C, carries -0.27; number 42, C, carries -0.44; number 43, C, carries -0.28; number 44, C, carries -0.53; number 45, C, carries -0.13; number 46, C, carries -0.03; number 47, C, carries -0.13; number 48, C, carries -0.74; number 49, C, carries -0.26; number 50, C, carries -0.97; number 51, C, carries -0.01; number 52, C, carries -0.17; number 53, C, carries -0.10; number 54, C, carries -0.25; number 55, C, carries -0.57; number 56, C, carries -0.18; number 57, C, carries -0.21; number 58, C, carries -0.15; number 59, C, carries -0.27; number 60, C, carries -0.28; number 61, C, carries -0.49; number 62, C, carries -0.04; number 63, C, carries -0.46; number 64, C, carries -0.12; number 65, C, carries -0.14; number 66, C, carries -0.04; number 67, H, carries 0.14; number 68, H, carries 0.14; number 69, H, carries 0.08; number 70, H, carries 0.10; number 71, H, carries 0.04; number 72, H, carries 0.09; number 73, H, carries 0.04; number 74, H, carries 0.07; number 75, H, carries 0.04; number 76, H, carries 0.05; number 77, H, carries 0.12; number 78, H, carries 0.13; number 79, H, carries 0.05; number 80, H, carries 0.12; number 81, H, carries 0.04; number 82, H, carries 0.12; number 83, H, carries 0.05; number 84, H, carries 0.07; number 85, H, carries 0.12; number 86, H, carries 0.06; number 87, H, carries 0.14; number 88, H, carries 0.08; number 89, H, carries 0.08; number 90, H, carries 0.07; number 91, H, carries 0.04; number 92, H, carries 0.13; number 93, H, carries 0.04; number 94, H, carries 0.06; number 95, H, carries 0.05; number 96, H, carries 0.08; number 97, H, carries 0.09; number 98, H, carries 0.08; number 99, H, carries 0.14

=====

Entry 3:
C4H8O2 | ωB97M-V/def2-TZVPD

Geometry (Å):
O (-0.8788, 1.5681, 1.2750)
O (0.1797, 0.1343, -1.0364)
C (-2.0700, -0.2463, -0.1377)
C (1.4550, -0.4555, -1.1527)
C (-0.6182, -0.4492, -0.0053)
C (-0.3305, 0.2644, 1.3311)
H (1.9832, 0.0649, -1.9548)
H (-0.4785, 1.9987, 0.5061)
H (2.0450, -0.3684, -0.2276)
H (1.3772, -1.5227, -1.4118)
H (-0.8112, -0.2524, 2.1625)
H (0.7559, 0.2887, 1.5073)
H (-2.2152, 0.5011, -0.9433)
H (-0.3935, -1.5257, 0.0877)

The value obtained for the energy above the lowest of the compared OMol25 structures with the same formula, charge and spin is 125.9 kcal per mole. The value obtained for the molar mass is 88.11 g mol⁻¹. The gap between HOMO and LUMO comes out at 8.758 eV. The value obtained for the HOMO energy is -9.1 eV. The value obtained for the total energy is -8367.8209 eV.

The natural (NBO) scheme yields these atomic charges, measured in e: number 1, O, carries -0.71; number 2, O, carries -0.56; number 3, C, carries 0.03; number 4, C, carries -0.26; number 5, C, carries -0.15; number 6, C, carries -0.06; number 7, H, carries 0.20; number 8, H, carries 0.47; number 9, H, carries 0.16; number 10, H, carries 0.17; number 11, H, carries 0.21; number 12, H, carries 0.17; number 13, H, carries 0.11; number 14, H, carries 0.22

=====

Entry 4:
C3H7NOS2 | ωB97M-V/def2-TZVPD

Geometry (Å):
S (-2.8885, 0.4784, 0.0780)
S (2.4316, 0.6883, -0.2708)
O (-1.0721, -2.1097, -0.2141)
N (1.3117, 0.4102, 0.9575)
C (0.4230, -0.6036, 1.0042)
C (-1.4710, 0.7701, -0.6018)
C (0.0595, -1.3275, -0.0194)
H (0.6582, -1.3077, -0.8433)
H (-1.1992, 0.4212, -1.7098)
H (-1.5890, -2.2324, 0.6176)
H (1.6865, 1.7292, -0.8388)
H (-0.0796, -0.7970, 1.9309)
H (-0.5433, 1.2582, -0.3185)
H (1.4522, 0.8719, 1.7946)

As for the SMILES: O/C=C/NS.C=S. The value obtained for the energy above the lowest of the compared OMol25 structures with the same formula, charge and spin is 96.9 kcal per mole. The value obtained for the molar mass is 137.23 g mol⁻¹. The gap between HOMO and LUMO comes out at 7.872 eV. The value obtained for the HOMO energy is -7.9 eV. The value obtained for the total energy is -28429.0405 eV.

The natural (NBO) scheme yields these atomic charges, measured in e: number 1, S, carries 0.04; number 2, S, carries 0.20; number 3, O, carries -0.68; number 4, N, carries -0.76; number 5, C, carries -0.09; number 6, C, carries -0.48; number 7, C, carries 0.05; number 8, H, carries 0.18; number 9, H, carries 0.18; number 10, H, carries 0.48; number 11, H, carries 0.10; number 12, H, carries 0.20; number 13, H, carries 0.18; number 14, H, carries 0.39